This record from the Open Molecules 2025 dataset describes 13 unconnected molecules or ions with the total composition C48H108O34P4S9. The level of theory is ωB97M-V/def2-TZVPD.

Each line ends with the Löwdin charge.
Geometry (Å):
O: -2.99 1.91 -7.64  -0.2348
H: 3.45 1.37 3.63  0.0506
C: 7.23 1.60 -0.43  -0.1190
H: -3.03 3.91 -5.95  0.0842
H: 1.75 8.35 -2.91  0.0975
C: 4.56 -4.83 -1.97  -0.1936
O: -1.27 0.10 -6.83  -0.2118
C: -4.46 3.79 3.11  -0.1836
C: 0.27 1.42 -0.58  -0.1834
H: -3.13 1.74 -4.03  0.0745
O: -1.66 -2.90 4.93  -0.2177
O: 4.41 2.99 0.05  -0.2269
O: -2.80 -5.05 5.96  -0.2246
H: -0.31 4.16 2.31  0.0853
C: -3.57 4.37 -5.11  -0.1747
C: 0.27 -4.62 6.81  -0.1093
H: -0.38 -2.25 -4.35  0.0627
O: 3.75 1.91 -2.22  -0.2227
S: -0.77 -0.02 -1.22  0.7467
H: 0.59 0.76 -5.95  0.0994
H: 5.04 4.66 6.19  0.0874
C: -3.40 -1.06 -5.09  -0.1699
H: -2.67 -1.62 -5.66  0.0779
C: 4.09 -4.95 -0.49  -0.1956
O: -2.29 4.09 -1.60  -0.3478
H: -1.27 -3.46 -6.15  0.0922
O: -1.23 -3.52 -2.12  -0.3534
C: 0.15 -3.19 -4.54  -0.1549
H: -3.85 2.07 4.28  0.0923
H: -0.45 2.23 -0.56  0.0682
H: -3.12 -1.01 -4.04  0.0862
H: -1.33 -5.87 -6.13  0.1036
H: 6.08 4.90 4.82  0.0908
S: 4.22 -3.06 -2.38  0.7192
H: -5.23 3.97 -3.77  0.1021
S: -2.13 3.61 -2.95  0.7128
C: -4.67 2.33 3.61  -0.1957
C: -0.49 0.71 -5.81  -0.0836
H: -5.03 -1.66 -7.85  0.0879
C: -3.50 -3.02 8.33  -0.1106
P: 4.60 1.63 -0.84  0.5288
O: 6.66 1.51 6.40  -0.2215
H: 3.31 -2.01 -0.39  0.0709
O: -0.05 -0.58 -2.35  -0.3480
C: 2.29 7.50 -2.48  -0.1902
H: -0.55 -4.75 0.07  0.0706
H: 4.09 3.45 1.99  0.0731
C: -0.87 -6.90 -0.11  -0.2049
H: 3.91 0.99 -4.06  0.0954
C: 1.83 3.88 5.18  -0.2422
H: -2.17 -2.77 2.92  0.0695
H: 4.95 1.95 1.77  0.0519
O: 3.55 -2.90 -3.68  -0.3601
C: -4.69 -3.97 -0.63  -0.1507
C: 5.90 1.34 7.60  -0.0949
O: 6.95 1.60 3.79  -0.2420
O: -1.20 -6.35 3.10  -0.3251
O: -6.49 -4.22 -2.78  -0.3405
C: 2.92 -2.78 -1.05  -0.1749
H: 4.83 1.28 7.43  0.0838
H: -4.27 -2.56 1.08  0.1069
H: 3.01 -0.27 4.12  0.0966
C: -5.52 -1.72 -2.05  -0.1741
O: -5.94 1.02 1.62  -0.3459
C: 1.98 7.51 -0.94  -0.1975
H: -1.47 5.24 -4.58  0.0684
P: -2.78 0.52 -7.12  0.5250
O: -0.81 -3.77 7.13  -0.2123
H: 1.09 1.57 -1.29  0.0864
H: 2.91 7.68 -0.40  0.1086
C: -1.35 -5.44 -4.02  -0.2065
H: 4.07 -0.10 -2.80  0.0553
H: -1.35 -0.81 0.99  0.0829
S: -5.25 -3.57 -2.38  0.7285
O: -3.57 0.12 -5.72  -0.2429
H: 3.25 5.27 4.42  0.0977
H: -2.50 3.33 2.47  0.0899
H: 0.99 4.21 -1.47  0.0846
P: -2.15 -3.76 6.23  0.4216
H: 2.03 -4.69 -0.45  0.0661
O: -3.34 -0.71 -8.05  -0.2248
H: -0.45 -2.00 0.11  0.0780
H: -2.93 5.76 -3.64  0.0980
C: -1.12 -5.54 0.56  -0.2153
H: 0.16 6.36 -0.92  0.1133
H: -1.61 -7.66 0.14  0.1143
H: -5.47 1.96 4.24  0.1011
C: 3.84 0.39 3.89  -0.0871
H: -6.27 -1.79 -0.03  0.1178
C: 0.96 -6.84 1.67  -0.2022
H: 4.88 -4.46 0.08  0.1096
C: -2.59 -2.54 3.90  -0.0996
O: -0.62 2.97 5.34  -0.3450
H: 1.53 1.77 1.15  0.1030
H: 1.26 5.86 0.37  0.0845
H: 7.83 2.50 -0.48  0.0947
C: 3.48 0.78 -3.07  -0.0838
C: 0.83 -0.32 1.01  -0.1767
H: 5.82 3.47 1.57  0.0959
H: -3.06 -3.99 8.56  0.0790
H: -0.62 0.22 -4.85  0.0676
H: -3.24 2.09 0.24  0.0731
C: -0.33 -3.92 -5.82  -0.1654
S: -0.31 -5.65 2.16  0.6603
H: 6.92 1.49 0.60  0.0703
H: 1.49 3.89 6.21  0.1029
H: 3.34 7.56 -2.76  0.0929
O: 0.41 6.08 -3.80  -0.3335
C: -3.40 3.65 1.96  -0.2244
H: -3.59 -2.97 3.98  0.0938
H: -2.70 -1.45 3.86  0.0624
H: 2.65 3.17 5.25  0.0782
H: -3.97 -4.79 -0.63  0.0788
H: 0.43 -8.52 0.49  0.1099
H: 1.30 -7.46 2.50  0.1067
H: -4.32 -1.65 -5.12  0.0910
C: 2.16 5.18 4.43  -0.1726
C: -3.84 2.59 1.00  -0.2123
O: 4.17 0.37 -0.15  -0.2451
H: 2.65 -3.89 0.87  0.1076
H: 0.14 -5.70 6.91  0.0927
H: -3.12 -2.27 9.01  0.0923
O: 2.90 5.50 -4.05  -0.3465
C: -2.43 4.94 -4.17  -0.1896
H: -5.24 0.08 -7.79  0.0887
O: -0.86 2.88 -3.32  -0.3627
C: 1.21 6.24 -0.65  -0.2271
H: -4.68 2.99 0.43  0.1072
O: 5.12 2.99 5.06  -0.2408
H: 1.24 -3.10 -4.52  0.0747
H: 4.33 0.05 2.98  0.0844
S: -4.57 1.27 2.08  0.7182
H: 7.90 0.75 -0.59  0.0962
H: -1.07 -6.84 -1.18  0.0918
C: 0.16 4.52 3.22  -0.1985
C: -3.53 2.53 -3.41  -0.2127
S: 1.73 5.92 -3.24  0.7370
O: -2.19 0.43 -1.28  -0.3679
H: 0.14 -6.14 -5.42  0.1060
H: -2.39 -5.09 -3.99  0.0715
H: -1.35 -6.41 -3.52  0.0894
C: 1.51 5.18 3.02  -0.2123
H: -4.30 5.03 -5.56  0.1053
H: 3.97 -5.99 -0.18  0.1084
O: 5.41 -2.26 -2.12  -0.3434
C: -4.34 -2.55 -0.01  -0.2004
H: 5.97 2.19 8.29  0.0878
H: -3.39 -2.13 -0.33  0.0931
P: 6.00 1.63 4.94  0.4820
H: -3.18 4.64 1.56  0.1209
H: -4.16 4.51 3.87  0.1092
H: 6.65 4.12 6.15  0.0913
H: 5.60 -5.11 -2.13  0.1014
H: 0.94 -0.59 2.06  0.1170
H: 2.10 4.71 2.24  0.0954
H: -0.52 5.15 3.78  0.1073
H: 6.23 0.43 8.10  0.0954
H: 1.74 5.95 5.08  0.1175
C: -0.46 -0.94 0.37  -0.1647
C: 2.87 -4.05 -0.18  -0.2215
H: 2.04 -2.41 -1.57  0.0850
H: 1.23 -7.20 -0.47  0.1009
O: 0.82 -5.02 -2.53  -0.3558
O: -4.09 -3.67 -3.26  -0.3660
C: -0.67 -5.41 -5.40  -0.1963
H: -5.57 -4.25 -0.04  0.0956
H: 2.45 0.47 -3.21  0.0807
H: 0.37 -3.74 -6.64  0.1125
H: 1.27 8.25 -0.55  0.1075
H: -5.41 4.19 2.76  0.1084
H: -0.82 1.75 -5.70  0.0739
H: 1.73 -0.61 0.46  0.0888
H: -3.81 2.04 -2.48  0.0809
O: 1.10 1.98 3.63  -0.3294
H: -5.14 -0.49 -0.34  0.0924
H: -2.13 -5.12 0.66  0.0956
H: -4.59 -3.12 8.36  0.0926
O: -3.66 0.16 2.32  -0.3407
H: 2.65 4.79 -1.35  0.0911
C: 5.75 4.16 5.54  -0.1340
C: -4.72 -0.72 -8.30  -0.1259
H: 1.34 6.20 2.67  0.1097
H: -5.09 2.76 -4.99  0.1054
H: 1.85 -6.25 1.50  0.0687
S: 0.48 3.05 4.36  0.7257
O: -3.05 -2.71 7.03  -0.2220
O: 0.35 -4.43 2.51  -0.3314
S: -0.35 -4.25 -3.01  0.7279
H: 3.94 -5.39 -2.67  0.0917
C: 1.63 5.09 -1.60  -0.1904
H: 1.13 -4.39 7.44  0.0841
C: 0.67 1.17 0.88  -0.2386
H: 0.60 -4.39 5.79  0.0827
H: -0.14 1.58 1.49  0.0940
O: 4.90 0.41 4.86  -0.2206
C: 4.86 2.97 1.40  -0.1148
C: 0.50 -7.45 0.30  -0.1757
H: -4.76 -1.09 -2.50  0.0724
H: -6.38 -1.51 -2.69  0.0985
O: 6.15 1.69 -1.32  -0.2031
C: -5.34 -1.54 -0.54  -0.2300
H: -5.00 -0.85 -9.35  0.0929
C: -4.50 3.35 -4.29  -0.1718

relative energy (zero: lowest compared OMol25 entry of this formula, charge and spin)	90.9	kcal/mol
HOMO energy	-9.8838	eV
electronic energy	-255817.172	eV
net charge	0
Kohn-Sham gap	9.822	eV
strongest force on any atom	5.48	eV/A

***

This record from the Open Molecules 2025 dataset describes 7 unconnected molecules or ions with the total composition C48H109N7O7. The level of theory is ωB97M-V/def2-TZVPD.

Each line ends with the Löwdin charge.
Geometry (Å):
H: -2.44 -6.89 -0.28  0.0820
H: 4.78 1.52 -0.27  0.0785
H: 8.56 -2.65 1.04  0.0845
H: 6.27 0.97 0.44  0.0847
C: -0.77 0.66 -4.11  -0.0250
H: 0.61 -3.14 -2.11  0.1095
H: -5.61 2.85 -4.59  0.1217
N: 7.28 4.10 2.84  0.0274
H: -2.45 4.53 -0.12  0.0413
H: 6.46 1.49 2.95  0.1215
C: 5.36 -5.20 -1.31  -0.1445
C: 4.84 -3.82 -0.90  -0.4935
H: -1.79 -7.55 -1.71  0.0852
H: -3.22 7.28 1.10  0.1307
C: 0.36 -6.63 -0.32  -0.0312
C: -4.09 -0.41 1.23  -0.0183
C: -4.60 -1.55 4.21  -0.1976
N: -3.74 1.01 3.33  -0.0982
H: -5.06 4.06 -2.22  0.0896
H: 4.11 -2.93 1.03  0.0787
H: -3.09 -2.25 -1.83  0.0760
C: -5.05 7.33 -0.68  -0.1318
H: -3.16 -4.00 -2.10  0.0615
C: -0.41 -3.25 -2.50  -0.1291
H: -1.97 1.02 6.28  0.0838
H: -0.97 -0.67 4.60  0.0892
O: -3.19 2.18 2.79  -0.0354
H: -3.53 -1.27 1.61  0.0527
H: 0.08 3.26 2.77  0.0680
H: -0.29 -6.53 -3.15  0.1186
H: 4.95 5.20 2.38  0.0763
H: -3.52 3.65 -1.57  0.0650
H: -4.91 -0.64 0.55  0.0853
H: -1.98 6.16 3.09  0.0848
H: -6.01 1.97 2.74  0.0895
H: 1.06 -5.65 -2.51  0.1030
C: -0.91 -2.08 -0.30  -0.0237
H: -5.29 1.88 1.09  0.0646
H: -6.62 0.76 1.65  0.0819
O: -4.57 6.16 -0.09  -0.1896
H: 5.11 -4.31 1.25  0.0693
H: 4.00 4.16 3.46  0.0639
H: -1.65 2.55 -6.10  0.1192
C: -3.79 -0.69 5.14  -0.1523
C: -5.13 1.41 -2.24  -0.0246
N: -1.06 1.90 0.83  0.0515
H: -5.87 7.19 -1.40  0.0825
H: -2.35 4.50 3.52  0.0573
C: 7.52 -2.63 0.72  -0.0205
C: 0.33 2.36 0.82  -0.4130
C: 7.68 -4.40 -1.14  -0.1372
C: 0.83 2.66 2.25  -0.0240
H: -0.82 -4.44 1.42  0.1106
N: -0.87 -4.49 -0.48  -0.1182
C: -0.63 -4.52 -3.33  -0.1630
H: 7.79 -2.04 -2.63  0.0893
C: -3.22 5.18 1.66  -0.4483
H: 3.04 -2.67 -1.60  0.0462
H: -4.69 6.75 1.84  0.1245
H: -3.97 4.38 1.64  0.1281
H: -4.03 2.90 -6.48  0.1139
C: 7.25 -2.99 -0.77  -0.5152
H: 5.01 5.40 4.10  0.0727
H: 7.88 3.29 2.65  0.0649
H: 1.82 3.12 2.25  0.0701
H: -5.22 -2.18 4.86  0.1125
H: 2.89 -4.35 -1.83  0.0689
H: -1.16 -0.23 -4.61  0.0786
N: -2.86 1.56 -3.11  -0.0839
H: 7.09 4.32 1.86  0.0658
H: 6.99 -1.71 0.97  0.0717
H: -1.68 3.97 -3.48  0.0640
H: 3.21 -0.10 -0.32  0.0538
O: -2.40 1.19 -1.82  -0.0535
C: -3.62 2.84 -5.46  -0.1840
H: -3.34 2.01 5.56  0.0906
C: -5.50 -0.69 3.31  -0.1329
H: -2.04 -1.32 3.26  0.0638
H: 4.64 -5.96 -0.98  0.1216
H: 0.29 3.34 0.34  0.1351
H: 0.70 -7.48 -0.91  0.0853
H: 7.00 -3.35 1.38  0.0646
H: -3.27 3.84 -5.18  0.1023
H: 1.17 -5.99 0.02  0.0748
C: -4.16 2.26 -3.06  -0.4967
H: 0.87 1.43 -1.03  0.1139
H: 0.06 -2.16 0.20  0.0789
H: 9.15 -2.07 -1.50  0.0894
C: -3.91 6.42 1.15  -0.2177
C: -4.68 2.29 -4.50  -0.1343
H: -3.68 4.47 -3.14  0.0738
H: 3.46 -4.48 0.55  0.0775
C: 1.24 1.51 0.00  -0.2024
H: -2.48 1.08 -5.97  0.1147
H: -1.70 -4.66 -3.51  0.1063
C: -1.73 -0.46 3.85  -0.0165
H: -6.11 -0.12 4.03  0.1214
C: 2.22 -0.55 -0.29  -0.1377
H: -4.55 -0.24 5.80  0.1223
H: -3.10 -1.29 5.73  0.1201
C: -5.72 1.32 1.92  -0.0323
H: -3.57 5.73 3.76  0.0823
H: 6.18 3.32 4.52  0.1312
H: -4.87 1.44 -1.18  0.0575
H: -1.77 2.08 4.86  0.0664
H: -6.10 -1.41 2.75  0.1222
H: -4.96 1.30 -4.88  0.1217
C: 3.64 -3.56 -1.82  -0.0332
H: 8.67 -4.57 -0.71  0.1246
H: 4.63 0.62 1.26  0.0865
H: -1.24 0.22 3.15  0.0547
H: 0.10 0.99 -4.68  0.0905
H: 2.22 1.96 -0.21  0.1262
H: -3.26 -3.30 -0.49  0.0783
O: 5.36 -1.47 -0.96  -0.0181
H: 7.12 -6.43 -1.32  0.1121
H: 5.36 -5.36 -2.39  0.1223
H: 4.72 1.84 3.22  0.1220
C: -0.67 -5.80 -1.12  -0.4897
O: -1.51 -4.58 0.76  -0.0043
C: -1.97 -6.58 -1.23  -0.0383
H: -1.62 4.03 1.19  0.0213
H: 5.55 -1.13 -1.84  0.1104
C: -2.35 2.02 -5.43  -0.1492
H: -0.14 -7.09 0.54  0.0796
C: -2.77 5.41 3.09  -0.0617
C: -2.45 1.40 5.39  -0.0258
H: 1.81 -0.72 -1.30  0.0891
N: 5.85 -2.79 -1.13  -0.1092
H: -3.33 0.18 0.71  0.0619
H: -6.12 1.85 -2.34  0.0912
H: 7.85 -0.96 -1.23  0.0738
H: -0.62 -2.36 -3.10  0.1096
H: -1.34 1.81 -0.15  0.0629
C: -1.23 -3.27 -1.22  -0.4914
H: 3.97 -3.41 -2.85  0.0958
C: 8.07 -1.98 -1.57  -0.0464
C: 6.75 -5.55 -0.79  -0.1707
H: -0.50 0.30 -3.11  0.0553
H: -1.57 -2.01 0.56  0.0637
C: -4.07 3.69 -2.50  -0.0200
C: -4.68 0.32 2.47  -0.4970
H: 7.78 -4.41 -2.23  0.1221
H: -0.85 -1.13 -0.85  0.0730
H: -3.98 -2.16 3.55  0.0968
H: -4.21 7.85 -1.15  0.0897
H: -0.26 3.42 -4.33  0.0886
C: 4.38 -3.89 0.56  -0.0186
C: 5.66 2.23 2.81  -0.2218
H: -2.79 -6.11 -1.78  0.0713
N: -2.10 4.83 0.78  0.0803
H: -5.52 8.03 0.03  0.0833
C: 5.26 1.30 0.68  -0.0933
C: -2.94 0.34 4.37  -0.4913
H: 6.75 -5.74 0.29  0.1084
C: -1.75 1.85 -4.01  -0.4975
H: 1.02 1.74 2.80  0.0745
H: -5.14 0.37 -2.55  0.0888
H: 2.42 -1.56 0.08  0.0700
C: 6.06 3.56 3.47  -0.4071
C: 4.98 4.65 3.31  -0.0649
O: 5.39 2.51 1.44  -0.2093
H: -0.55 2.91 -2.64  0.0748
H: -1.05 0.96 1.21  0.0637
O: 1.38 0.20 0.55  -0.1667
H: -0.13 -4.30 -4.28  0.1147
C: -0.03 -5.66 -2.53  -0.1376
H: -2.41 1.97 2.22  0.0557
C: -1.02 3.12 -3.60  -0.0166
C: -2.76 -3.23 -1.46  -0.0161
H: -2.41 0.23 -1.87  0.0817

relative energy (zero: lowest compared OMol25 entry of this formula, charge and spin)	32.3	kcal/mol
HOMO energy	-7.7302	eV
electronic energy	-76300.529	eV
net charge	0
SMILES string	CC1(C)CCCC(C)(C)N1O.CC1(C)CCCC(C)(C)N1O.CC1(C)CCCC(C)(C)N1O.CC1(C)CCCC(C)(C)N1O.COC[C@H](C)N.COC[C@H](C)N.COC[C@H](C)N
Kohn-Sham gap	8.141	eV
strongest force on any atom	2.14	eV/A

***

> The lowest strongest force on any atom belongs to which entry?

C48H109N7O7

***

> Which of these has the highest electronic energy?

C48H109N7O7